No. 1
44
Properties=species:S:1:pos:R:3:forces:R:3:mulliken_charge:R:1 method="wB97M-V/def2-TZVPD" smiles="CCO[C@@H]1OC(C(=O)O)=C[C@H](c2ccc(Br)cc2)[C@H]1CCCO" e_homo_ev=-8.85 lumo_ev=0.6 charge=0 e_tot_ev=-98249.6476 homo_lumo_gap_ha=0.3462 molar_mass_g_mol=385.3
C -1.35338 1.39468 1.24239 -0.31 -0.03 -0.16 -0.842
H -4.68109 -1.20917 -0.38969 -0.04 0.02 0.12 0.224
H 3.07130 1.71752 -0.70178 0.04 0.05 -0.04 0.441
H -2.12237 -1.59301 -3.38855 -0.10 -0.07 -0.04 0.286
C -2.26143 1.58873 0.28138 0.35 -0.23 0.31 0.447
Br 5.23099 -0.23258 -0.18137 -0.18 0.01 0.05 -0.209
H -3.03620 4.65657 0.73688 0.01 -0.30 -0.18 0.356
H -0.91144 -1.92802 0.65591 -0.05 0.02 0.01 0.776
C -1.90594 -0.54476 -0.61658 0.16 -0.75 0.04 -0.664
C 0.73744 0.02867 1.08274 0.17 0.12 0.18 -0.459
H 3.46964 -1.94794 1.45907 0.05 -0.04 0.02 0.427
O -2.60234 3.81644 0.95718 0.18 0.18 0.41 -0.449
H 0.70631 1.84981 -0.04204 -0.06 0.07 -0.06 0.469
H -3.94820 -3.21120 1.79722 0.01 -0.06 -0.08 0.295
O -0.71601 -0.33460 -1.31425 -0.23 -0.06 0.19 -0.148
H -1.65387 0.77939 -2.78452 0.15 -0.01 0.00 0.334
H -1.11408 -0.84605 -4.62638 -0.03 0.00 -0.14 0.433
C -2.77412 -1.40163 1.62038 0.10 -0.18 -0.25 -0.671
C -1.53706 -1.04112 0.78764 -0.16 0.29 -0.03 0.047
H -0.38705 -1.93456 -3.43482 0.06 -0.08 -0.03 0.284
H 1.10812 -1.80642 2.12739 -0.07 -0.10 0.08 0.470
C -2.89840 2.90318 0.01666 -0.30 0.37 -0.31 0.091
O -2.70020 0.61992 -0.57385 -0.15 0.42 0.09 -0.448
C 3.40024 -0.12486 0.33676 0.20 -0.03 -0.05 0.033
C -4.92663 -1.96415 0.36962 0.40 0.07 0.10 -0.466
C 2.85981 -1.11954 1.13232 0.16 -0.02 -0.06 -0.775
H -3.38007 -0.50529 1.76619 0.00 0.08 0.11 0.216
H -5.55071 -1.48922 1.13026 0.11 0.07 -0.04 0.356
C -0.86326 0.02699 -2.68303 -0.03 0.02 -0.28 -0.323
H -1.05463 2.22370 1.86186 -0.06 0.17 0.00 0.530
C -3.64838 -2.50916 1.01705 -0.30 0.23 0.06 -0.895
C 1.53086 -1.03334 1.50180 -0.07 0.18 -0.05 -0.288
H -3.07684 -3.07564 0.27622 0.01 -0.08 -0.04 0.447
H -5.22895 -3.43670 -0.86930 -0.05 0.05 0.06 0.326
C -1.14204 -1.16751 -3.58928 0.09 0.22 0.39 -1.250
C 1.30655 1.01862 0.29348 0.07 -0.10 0.16 -0.145
C -0.72024 0.06345 1.49384 0.02 -0.23 -0.27 0.542
C 2.63506 0.94752 -0.08389 0.14 -0.01 -0.02 -0.840
H -0.75387 -0.13063 2.57370 -0.04 0.00 -0.09 0.894
O -5.72664 -2.98394 -0.17941 -0.20 -0.37 -0.22 -0.551
H -2.53800 -1.27661 -1.14066 0.06 0.16 0.08 0.325
O -3.59585 3.15391 -0.92926 0.03 -0.18 0.01 -0.551
H -2.42166 -1.72066 2.60317 0.00 0.10 0.02 0.519
H 0.09608 0.47965 -2.94499 -0.13 0.03 -0.03 0.408

=====

No. 2
17
Properties=species:S:1:pos:R:3:forces:R:3:mulliken_charge:R:1 method="wB97M-V/def2-TZVPD" e_homo_ev=-8.86 lumo_ev=-0.5 charge=0 e_tot_ev=-9336.1041 homo_lumo_gap_ha=0.3055 molar_mass_g_mol=102.1
H -0.66925 -1.03488 1.62851 -0.05 0.00 0.12 0.313
H 1.66849 -0.33288 0.84233 0.12 -0.31 -0.12 0.306
H 0.83053 2.12222 -1.42727 0.16 -0.04 0.06 0.410
C 1.51555 -1.11922 0.08261 0.13 0.13 0.17 -0.807
H 2.13066 -0.89351 -0.78790 0.12 -0.02 0.04 0.300
C -0.26461 1.61262 0.40510 -0.16 -0.01 0.88 -0.087
O 0.67998 1.50199 1.14942 -0.43 0.39 -0.42 -0.460
N -1.14394 2.22744 -1.79332 -0.30 0.06 -0.28 -0.544
C -0.74772 -1.65967 0.72902 0.28 0.03 0.07 -0.873
C -0.17248 2.00277 -1.02443 0.44 0.24 -0.37 0.018
H -0.17704 -0.36443 -0.74679 -0.04 -0.30 -0.09 0.219
H -0.48225 -2.68288 1.00829 -0.13 0.05 0.02 0.319
H -1.30664 1.45928 0.76028 0.06 -0.06 0.03 0.308
H -1.76854 -1.64393 0.36783 -0.25 -0.08 0.01 0.331
N 0.13858 -1.23367 -0.33195 -0.16 0.03 -0.34 -0.329
H 1.83523 -2.07263 0.50498 0.07 -0.02 -0.06 0.329
H -2.06657 2.11137 -1.36672 0.13 -0.09 0.27 0.246

=====

Repeat the second record exactly.
17
Properties=species:S:1:pos:R:3:forces:R:3:mulliken_charge:R:1 method="wB97M-V/def2-TZVPD" e_homo_ev=-8.86 lumo_ev=-0.5 charge=0 e_tot_ev=-9336.1041 homo_lumo_gap_ha=0.3055 molar_mass_g_mol=102.1
H -0.66925 -1.03488 1.62851 -0.05 0.00 0.12 0.313
H 1.66849 -0.33288 0.84233 0.12 -0.31 -0.12 0.306
H 0.83053 2.12222 -1.42727 0.16 -0.04 0.06 0.410
C 1.51555 -1.11922 0.08261 0.13 0.13 0.17 -0.807
H 2.13066 -0.89351 -0.78790 0.12 -0.02 0.04 0.300
C -0.26461 1.61262 0.40510 -0.16 -0.01 0.88 -0.087
O 0.67998 1.50199 1.14942 -0.43 0.39 -0.42 -0.460
N -1.14394 2.22744 -1.79332 -0.30 0.06 -0.28 -0.544
C -0.74772 -1.65967 0.72902 0.28 0.03 0.07 -0.873
C -0.17248 2.00277 -1.02443 0.44 0.24 -0.37 0.018
H -0.17704 -0.36443 -0.74679 -0.04 -0.30 -0.09 0.219
H -0.48225 -2.68288 1.00829 -0.13 0.05 0.02 0.319
H -1.30664 1.45928 0.76028 0.06 -0.06 0.03 0.308
H -1.76854 -1.64393 0.36783 -0.25 -0.08 0.01 0.331
N 0.13858 -1.23367 -0.33195 -0.16 0.03 -0.34 -0.329
H 1.83523 -2.07263 0.50498 0.07 -0.02 -0.06 0.329
H -2.06657 2.11137 -1.36672 0.13 -0.09 0.27 0.246